Entry 1:
# C35H34N3O3P2S4Sn

A structure of composition C35H34N3O3P2S4Sn (ωB97M-V/def2-TZVPD, the OMol25 dataset).

Each line ends with the Mulliken charge.
Atoms and positions in Å:
Sn  -2.455  -0.161  -0.888  0.866
S  -0.472  -5.278  -3.883  -0.304
S  -6.087  -0.944  -1.412  0.421
S  -2.004  -3.645  -1.901  -0.084
S  -1.879  -2.017  0.692  -0.336
P  -0.441  2.710  -0.183  0.149
P  0.709  0.179  0.555  0.391
O  -2.108  1.051  1.625  0.044
O  -3.266  0.877  0.770  -0.517
O  -4.579  -0.929  -1.263  -0.506
N  0.391  -4.254  -1.508  0.357
N  0.073  -3.447  -0.441  -0.380
N  0.686  1.915  0.757  0.632
C  2.317  -0.122  -1.651  -0.601
C  -4.142  3.786  2.288  -0.791
C  4.371  -5.572  -1.622  -0.578
C  3.503  -0.251  -2.360  -0.848
C  -1.149  -3.056  -0.499  0.273
C  -3.827  4.475  1.068  -0.399
C  0.180  5.432  -0.697  -0.249
C  -2.715  4.205  0.316  -0.959
C  1.014  -0.419  2.238  0.994
C  4.726  -0.285  -0.288  -0.826
C  1.321  3.733  -1.978  -0.520
C  4.708  -0.331  -1.677  -0.591
C  1.863  2.650  1.257  -1.215
C  2.021  -6.044  -1.856  -0.406
C  -6.712  -0.814  0.280  -0.684
C  0.895  6.409  -1.373  -0.708
C  4.079  -4.249  -1.323  -0.690
C  0.925  -0.263  4.642  -0.916
C  -3.352  2.790  2.705  -0.804
C  1.468  -2.358  3.599  -0.856
C  -0.562  -4.468  -2.456  0.144
C  1.262  -1.604  4.748  -0.686
C  1.823  6.053  -2.341  -0.513
C  2.043  4.714  -2.638  -0.681
C  0.795  0.326  3.391  -0.325
C  1.744  -4.719  -1.565  -0.164
C  2.326  -0.058  -0.257  0.742
C  3.541  -0.150  0.420  -0.464
C  -6.475  -2.664  -1.804  -0.703
C  -2.103  2.420  1.982  0.063
C  0.388  4.088  -1.002  0.514
C  -1.782  3.265  0.772  1.054
C  3.342  -6.465  -1.886  -0.667
C  2.763  -3.816  -1.296  0.676
C  1.340  -1.770  2.354  -0.280
H  1.216  -6.734  -2.060  0.466
H  -3.597  2.176  3.563  0.571
H  -6.917  -3.184  -0.959  0.293
H  3.486  -0.309  -3.441  0.508
H  5.634  -0.444  -2.225  0.428
H  -5.045  4.048  2.820  0.436
H  2.252  2.141  2.137  0.481
H  2.653  2.695  0.506  0.276
H  -0.515  5.723  0.079  0.477
H  1.356  -2.064  5.723  0.391
H  4.877  -3.548  -1.117  0.402
H  -5.524  -3.120  -2.072  0.168
H  -7.484  -0.048  0.307  0.344
H  0.760  0.327  5.535  0.455
H  -5.854  -0.505  0.877  0.119
H  3.560  -0.126  1.503  0.433
H  2.381  6.820  -2.862  0.399
H  -7.147  -2.680  -2.659  0.326
H  2.519  -2.787  -1.067  0.168
H  -4.511  5.240  0.721  0.425
H  0.518  1.371  3.323  0.187
H  1.710  -3.411  3.672  0.485
H  1.495  2.688  -2.211  0.354
H  -1.250  2.508  2.674  0.100
H  1.584  3.667  1.534  0.380
H  -2.545  4.743  -0.607  0.626
H  3.565  -7.498  -2.114  0.371
H  0.737  7.452  -1.131  0.423
H  5.399  -5.908  -1.646  0.411
H  2.771  4.434  -3.387  0.444
H  -7.102  -1.759  0.646  0.313
H  1.370  -0.095  -2.182  0.426
H  1.474  -2.375  1.466  0.383
H  5.666  -0.359  0.244  0.462

Forces on atoms 1 to 3 (eV/Å):
0.0 0.0 0.1
0.0 0.0 0.0
0.0 0.0 0.2

Net charge: +1
Gap between HOMO and LUMO (spin up / spin down) (eV): 4.5 / 4.5
LUMO energy (spin up / spin down) (eV): -5.01 / -5.02
Energy above the lowest of the compared OMol25 structures with the same formula, charge and spin (kcal/mol): 26.1
E_HOMO (spin up / spin down) (hartree): -0.3487 / -0.3487



Entry 2:
# C11H42O11

A structure of composition C11H42O11 (ωB97M-V/def2-TZVPD, the OMol25 dataset).

Each line ends with the Mulliken charge.
Atoms and positions in Å:
O  0.091  1.127  2.317  -0.476
O  -2.102  -2.695  -0.621  -0.534
O  -0.819  -1.780  1.363  -0.749
O  -2.603  0.673  -1.201  -0.445
O  2.237  1.284  0.600  -0.608
O  -1.817  2.596  -1.185  -0.733
O  1.737  1.544  -1.419  -0.559
O  2.176  -3.146  0.728  -0.631
O  2.708  -0.127  1.979  -0.648
O  -1.124  -0.516  -0.188  -0.985
O  -0.018  0.460  -3.370  -0.421
C  -3.253  -0.548  -0.905  -1.256
C  -1.370  -3.915  -0.387  -0.915
C  2.711  1.790  -2.488  -1.018
C  0.225  -0.008  -0.400  -1.301
C  2.034  -0.141  3.207  -1.144
C  -1.338  2.788  0.131  -0.189
C  0.909  -2.624  0.982  -0.155
C  0.451  0.098  3.195  0.781
C  -1.979  -1.569  2.204  -1.110
C  2.088  2.506  1.243  -0.641
C  0.187  1.153  -4.628  -0.813
H  -0.833  -1.147  0.642  0.832
H  2.657  3.234  0.664  0.308
H  -3.611  -0.646  0.120  0.216
H  -1.927  -4.793  -0.717  0.426
H  -2.534  1.957  -1.170  0.577
H  2.328  2.531  2.306  0.302
H  2.638  0.424  3.918  0.310
H  -0.329  2.093  -4.433  0.385
H  -0.106  -0.693  2.693  -0.733
H  -2.643  0.741  -2.158  0.396
H  0.252  1.029  -2.646  0.620
H  2.501  0.704  1.544  0.842
H  -2.497  -0.737  1.727  0.114
H  -2.511  -2.509  2.352  0.304
H  -1.595  -1.016  3.061  0.539
H  -1.012  -4.104  0.625  0.220
H  2.248  -1.134  3.601  0.429
H  1.228  1.321  -4.904  0.229
H  2.362  2.650  -3.061  0.401
H  0.206  -3.158  1.622  0.205
H  2.862  0.965  -3.184  0.282
H  2.601  -3.364  1.561  0.390
H  -1.653  0.033  -0.772  1.317
H  -2.628  -1.431  -1.038  0.615
H  1.938  1.244  -0.311  0.378
H  3.710  2.067  -2.153  0.319
H  -2.168  2.802  0.838  0.446
H  -0.008  0.203  4.178  0.459
H  -4.027  -0.718  -1.653  0.440
H  1.058  -1.651  1.451  0.112
H  0.399  0.355  -1.413  -0.238
H  0.380  -2.380  0.061  0.430
H  0.416  0.861  1.454  0.179
H  -0.277  0.536  -5.396  0.226
H  1.064  2.871  1.169  0.141
H  -0.678  1.972  0.425  1.230
H  0.980  2.121  -1.540  0.530
H  -0.452  -3.957  -0.973  0.325
H  -0.839  3.733  0.345  0.332
H  -1.704  -1.922  -0.214  0.498
H  0.270  0.836  0.288  -1.425
H  0.802  -0.872  -0.070  0.640

Forces on atoms 1 to 3 (eV/Å):
-0.6 2.0 0.9
0.1 -4.6 -0.1
-4.8 -2.1 7.3

Net charge: 0
Gap between HOMO and LUMO (eV): 8.3
LUMO energy (eV): 0.13
Energy above the lowest of the compared OMol25 structures with the same formula, charge and spin (kcal/mol): 408.7
E_HOMO (hartree): -0.3009



Entry 3:
# C19H27N3S

A structure of composition C19H27N3S (ωB97M-V/def2-TZVPD, the OMol25 dataset).

Each line ends with the Mulliken charge.
Atoms and positions in Å:
S  1.317  -2.161  -1.074  -0.297
N  1.224  2.766  -2.759  0.522
N  -0.886  -0.894  -0.229  0.314
N  0.091  0.063  -1.903  -0.007
C  -1.950  -1.573  1.828  -0.716
C  -1.936  -3.076  0.078  -0.779
C  0.812  -0.630  3.710  -0.822
C  1.590  1.720  -3.299  -1.426
C  -0.796  1.377  -1.818  -0.924
C  0.915  1.413  2.505  -0.228
C  -0.071  2.559  -2.571  -1.006
C  1.425  0.249  -2.654  -0.550
C  -1.312  -1.949  0.685  -0.343
C  0.522  0.678  3.481  -0.447
C  0.057  -0.975  -0.997  0.149
C  -3.341  -1.987  1.420  -1.299
C  1.982  -1.155  2.775  -1.029
C  2.265  -0.259  1.739  0.550
C  1.886  3.339  -1.462  -1.485
C  -3.129  -3.448  1.016  -0.872
C  1.493  2.539  -0.374  0.124
C  2.088  1.699  0.299  -0.168
C  1.897  0.879  1.439  0.578
H  2.320  -2.130  2.929  0.480
H  3.075  3.031  -1.899  0.319
H  -0.815  2.489  -3.776  0.299
H  -3.819  -1.305  1.106  0.793
H  -3.944  -2.037  2.642  0.204
H  2.356  0.185  -1.945  0.249
H  0.780  -1.220  4.477  0.787
H  3.156  -0.825  0.896  -0.037
H  -2.941  -4.012  1.661  0.663
H  -1.520  -2.049  2.621  0.195
H  1.446  -0.633  -3.437  0.543
H  -3.949  -3.714  0.218  0.211
H  -1.693  0.969  -2.117  0.784
H  3.148  1.267  -0.053  0.233
H  -1.947  -0.472  2.000  0.118
H  1.776  4.243  -1.553  0.448
H  0.328  2.335  2.234  0.262
H  2.582  1.702  -3.773  0.348
H  1.017  1.635  -4.408  0.341
H  0.512  2.964  0.052  0.390
H  -0.577  1.199  4.066  0.139
H  -0.773  3.537  -2.183  0.208
H  -0.859  1.622  -0.780  0.430
H  0.000  -2.607  0.849  0.470
H  -2.426  -2.879  -0.836  0.398
H  -1.531  -3.972  -0.232  0.535
H  -1.844  -0.496  -0.594  0.355

Forces on atoms 1 to 3 (eV/Å):
-1.1 0.3 0.4
-1.6 8.9 6.0
-10.3 -0.2 5.3

Net charge: 0
Gap between HOMO and LUMO (eV): 7.4
LUMO energy (eV): 0.06
Energy above the lowest of the compared OMol25 structures with the same formula, charge and spin (kcal/mol): 470.5
E_HOMO (hartree): -0.2694



Entry 4:
# C4H8N2O

The molecule C4H8N2O (ωB97M-V/def2-TZVPD, the OMol25 dataset).

Each line ends with the Mulliken charge.
Atoms and positions in Å:
O  -1.225  0.227  1.836  -0.489
N  0.612  0.690  -2.157  -0.671
N  1.512  -0.283  1.109  -0.206
C  1.630  0.385  0.080  -0.420
C  0.369  0.642  -0.722  0.394
C  -0.589  -0.756  1.103  -0.381
C  -0.617  -0.491  -0.351  -0.735
H  1.458  1.223  -2.328  0.275
H  -1.391  -0.089  2.731  0.327
H  -0.325  -1.382  -0.915  0.300
H  1.178  -0.967  1.775  0.383
H  -0.824  -1.779  1.420  0.479
H  -0.012  1.593  -0.307  0.157
H  -1.627  -0.192  -0.657  0.343
H  -0.148  1.179  -2.619  0.244

Forces on atoms 1 to 3 (eV/Å):
0.0 -0.1 0.2
0.0 0.2 0.0
0.0 0.3 -0.5

Net charge: 0
Gap between HOMO and LUMO (spin up / spin down) (eV): 7.6 / 7.6
LUMO energy (spin up / spin down) (eV): 0.61 / 0.61
Energy above the lowest of the compared OMol25 structures with the same formula, charge and spin (kcal/mol): 128.8
E_HOMO (spin up / spin down) (hartree): -0.2557 / -0.2556



no.,E_tot (a.u.)
1,-4233.52042
2,-1271.16098
3,-1301.91458
4,-341.79831